Below is C3H7N5 in the gas phase in a non-equilibrium geometry, with properties calculated with the ωB97M-V functional and the def2-TZVPD basis.

Summary:
**HOMO**: -0.302 Ha
**Electronic energy**: -392.08451 hartree
**Spin multiplicity**: 1
**Structure (SMILES)**: C/N=c1/cn[nH]n1N
**Kohn-Sham gap**: 8.29 eV

Each line ends with the natural charge from an NBO analysis.
Geometry (Å):
C: -2.242 -0.305 -0.090  -0.46
N: -1.181 -1.409 0.182  -0.42
C: 0.039 -0.883 -0.026  0.30
C: 1.231 -1.587 0.204  -0.07
N: 2.346 -0.874 -0.002  -0.15
N: 1.846 0.370 -0.048  -0.30
N: 0.473 0.467 -0.276  -0.17
N: -0.069 1.598 0.375  -0.58
H: -2.004 0.318 -0.913  0.18
H: -2.438 0.420 0.688  0.20
H: -3.169 -0.636 -0.422  0.20
H: 1.532 -2.561 0.288  0.22
H: 2.397 1.183 -0.706  0.37
H: 0.419 2.135 -0.387  0.35
H: 0.822 1.764 1.132  0.34

***

Below is C3H7N5 in the gas phase in a non-equilibrium geometry, with properties calculated with the ωB97M-V functional and the def2-TZVPD basis.

Summary:
**HOMO**: -0.364 Ha
**Electronic energy**: -392.08261 hartree
**Spin multiplicity**: 1
**Structure (SMILES)**: NCCc1nnn[nH]1
**Kohn-Sham gap**: 10.43 eV

Each line ends with the natural charge from an NBO analysis.
Geometry (Å):
N: 1.723 -2.374 1.519  -0.80
C: 1.470 -1.306 0.700  -0.19
C: 0.423 -0.392 1.142  -0.46
C: -0.386 0.444 0.046  0.30
N: -1.646 0.163 -0.329  -0.30
N: -1.789 1.046 -1.412  -0.09
N: -0.815 1.769 -1.601  -0.04
N: 0.031 1.402 -0.793  -0.31
H: 2.156 -2.135 2.303  0.36
H: 0.661 -3.070 1.609  0.35
H: 1.482 -1.534 -0.197  0.18
H: 2.486 -0.601 0.593  0.14
H: -0.210 -1.176 1.485  0.25
H: 0.990 0.397 1.854  0.23
H: 0.873 1.601 -0.659  0.38